{
  "formula": "C9H24CsO9S3",
  "method": "ωB97M-V with the def2-TZVPD basis set",
  "orbital_gap_ev": 10.08,
  "e_tot_ev": -61197.09477,
  "charge": 1,
  "species": ["Cs", "O", "S", "O", "O", "C", "C", "C", "H", "H", "H", "H", "H", "H", "H", "H", "O", "S", "O", "O", "C", "C", "C", "H", "H", "H", "H", "H", "H", "H", "H", "O", "S", "O", "O", "C", "C", "C", "H", "H", "H", "H", "H", "H", "H", "H"],
  "coordinates": [[-1.585, -0.139, 0.743], [-0.318, -1.179, -4.014], [-0.870, -2.060, -3.032], [-1.157, -1.645, -1.676], [-2.231, -2.695, -3.592], [-2.213, -3.166, -4.969], [-2.782, -4.574, -4.996], [0.139, -3.542, -2.944], [-1.197, -3.139, -5.359], [-2.867, -2.536, -5.567], [-2.259, -5.290, -4.362], [-2.711, -4.968, -6.010], [-3.821, -4.514, -4.674], [0.540, -3.754, -3.931], [-0.542, -4.327, -2.623], [0.962, -3.423, -2.244], [6.139, -1.551, 4.249], [4.765, -1.398, 4.622], [4.364, -0.384, 5.553], [3.966, -1.193, 3.250], [2.589, -0.809, 3.331], [2.205, -0.347, 1.931], [4.144, -2.980, 5.193], [2.337, -0.009, 4.027], [2.033, -1.711, 3.602], [1.125, -0.180, 1.861], [2.373, -1.163, 1.227], [2.710, 0.586, 1.701], [4.025, -3.642, 4.342], [3.214, -2.717, 5.694], [4.850, -3.380, 5.914], [-1.717, 3.507, -2.372], [-1.727, 3.544, -0.948], [-0.930, 2.602, -0.183], [-1.309, 5.008, -0.499], [-1.271, 5.300, 0.921], [-0.932, 6.767, 1.062], [-3.449, 3.459, -0.405], [-0.435, 4.745, 1.350], [-2.202, 5.057, 1.428], [-1.668, 7.442, 0.628], [0.066, 7.020, 0.715], [-0.954, 6.991, 2.134], [-3.584, 3.545, 0.667], [-3.876, 2.553, -0.831], [-3.937, 4.288, -0.918]]
}

=====

{
  "formula": "C9H24FLiO3",
  "method": "ωB97M-V with the def2-TZVPD basis set",
  "orbital_gap_ev": 9.17,
  "e_tot_ev": -18789.39374,
  "charge": 0,
  "species": ["Li", "F", "C", "C", "C", "O", "H", "H", "H", "H", "H", "H", "H", "H", "C", "C", "C", "O", "H", "H", "H", "H", "H", "H", "H", "H", "C", "C", "C", "O", "H", "H", "H", "H", "H", "H", "H", "H"],
  "coordinates": [[0.302, 0.384, -0.342], [1.458, 1.700, 0.159], [-1.640, 1.617, -3.991], [-0.727, 1.922, -2.818], [-1.420, 2.695, -1.714], [-0.232, 0.708, -2.209], [-2.186, 2.530, -4.248], [-2.396, 0.871, -3.741], [-1.098, 1.315, -4.887], [0.116, 2.501, -3.207], [-0.688, 2.960, -0.950], [-2.245, 2.098, -1.326], [-1.832, 3.632, -2.092], [0.485, 0.379, -2.759], [-1.973, 1.436, 2.241], [-1.208, 0.200, 1.790], [-1.581, -1.039, 2.572], [-1.470, -0.038, 0.374], [-1.756, 2.249, 1.549], [-1.555, 1.766, 3.198], [-3.042, 1.274, 2.370], [-0.138, 0.400, 1.857], [-2.526, -1.473, 2.242], [-1.609, -0.827, 3.641], [-0.808, -1.805, 2.457], [-2.327, -0.467, 0.324], [2.850, -3.346, 0.080], [2.138, -2.229, 0.820], [3.019, -1.596, 1.892], [1.633, -1.225, -0.059], [3.205, -4.067, 0.812], [3.699, -2.927, -0.468], [2.182, -3.798, -0.651], [1.274, -2.657, 1.338], [3.245, -2.282, 2.705], [2.547, -0.674, 2.233], [3.970, -1.270, 1.453], [2.332, -0.916, -0.645]]
}

=====

{
  "formula": "C9H24IO3",
  "method": "ωB97M-V with the def2-TZVPD basis set",
  "orbital_gap_ev": 7.86,
  "e_tot_ev": -23968.19093,
  "charge": -1,
  "species": ["I", "C", "C", "C", "O", "H", "H", "H", "H", "H", "H", "H", "H", "C", "C", "C", "O", "H", "H", "H", "H", "H", "H", "H", "H", "C", "C", "C", "O", "H", "H", "H", "H", "H", "H", "H", "H"],
  "coordinates": [[0.671, 0.153, -1.065], [1.437, 3.564, 1.701], [0.009, 3.392, 2.103], [-0.954, 3.988, 1.073], [-0.245, 1.974, 2.199], [1.687, 4.633, 1.643], [1.681, 3.173, 0.708], [2.142, 3.065, 2.366], [-0.210, 3.864, 3.064], [-2.022, 3.852, 1.256], [-0.804, 3.532, 0.088], [-0.841, 5.062, 0.883], [0.154, 1.650, 1.371], [-4.088, 0.752, -0.511], [-3.693, -0.334, 0.483], [-3.789, -1.757, -0.079], [-2.395, -0.094, 0.955], [-3.486, 0.591, -1.409], [-3.891, 1.748, -0.114], [-5.159, 0.727, -0.733], [-4.424, -0.370, 1.301], [-3.068, -1.883, -0.889], [-4.804, -1.976, -0.425], [-3.560, -2.435, 0.742], [-1.750, -0.129, 0.226], [4.629, -2.665, -1.948], [3.319, -3.407, -1.776], [2.772, -3.476, -0.335], [2.329, -2.817, -2.605], [5.332, -2.890, -1.140], [4.407, -1.598, -1.898], [5.104, -2.938, -2.889], [3.461, -4.442, -2.103], [2.260, -2.568, -0.022], [3.614, -3.671, 0.337], [2.089, -4.324, -0.307], [2.088, -1.944, -2.250]]
}

=====

Question: Which formula does entry 2 have?
Answer: C9H24FLiO3